No. 1
11
Properties=species:S:1:pos:R:3 method="wB97M-V/def2-TZVPD" orbital_gap_ha=0.3515 total_energy_ha=-668.4178 multiplicity=1 fmax_ev_per_a=5.61
C -1.37 0.06 -0.69
C -0.81 0.07 0.66
F 2.58 -0.53 1.50
F 2.27 1.28 -0.37
F 1.81 -1.31 -0.76
Si 1.73 -0.08 0.27
H -1.41 1.02 -1.21
H -0.65 -0.58 -1.34
H -2.38 -0.34 -0.73
H -1.06 -0.69 1.49
H -0.70 1.11 1.18


No. 2
10
Properties=species:S:1:pos:R:3 method="wB97M-V/def2-TZVPD" smiles="C/C=N/F.I" orbital_gap_ha=0.3962 total_energy_ha=-531.4055 multiplicity=1 fmax_ev_per_a=3.56
C -0.68 0.34 0.66
C -0.61 1.10 -0.60
N 0.54 1.45 -0.91
F 0.70 2.06 -2.15
I 1.33 -3.06 0.01
H -0.89 -0.74 0.31
H 0.27 0.52 1.25
H -1.37 0.76 1.44
H -1.66 1.20 -1.02
H 2.37 -3.63 1.01


No. 3
10
Properties=species:S:1:pos:R:3 method="wB97M-V/def2-TZVPD" smiles=CCP(F)I orbital_gap_ha=0.2785 total_energy_ha=-818.0980 multiplicity=1 fmax_ev_per_a=4.31
C -0.25 1.37 0.15
C 0.10 0.02 -0.47
F -1.15 -1.69 1.12
P 0.33 -1.18 1.09
I 1.45 -3.52 -0.46
H -1.12 1.28 0.76
H 0.64 1.87 0.74
H -0.20 2.08 -0.75
H 1.06 0.02 -1.03
H -0.87 -0.24 -1.14


No. 4
10
Properties=species:S:1:pos:R:3 method="wB97M-V/def2-TZVPD" orbital_gap_ha=0.3796 total_energy_ha=-288.5252 multiplicity=1 fmax_ev_per_a=1.87
C -0.43 -0.78 0.58
C -0.83 -0.39 -0.83
H 1.50 1.46 1.33
H 0.64 1.20 -0.16
H -0.60 -1.79 0.91
H -1.36 -1.23 -1.33
H -1.47 0.52 -0.82
N 0.61 1.21 0.85
N 0.24 -0.04 1.36
F 0.32 -0.14 -1.54


No. 5
11
Properties=species:S:1:pos:R:3 method="wB97M-V/def2-TZVPD" orbital_gap_ha="0.2909 / 0.2573" total_energy_ha=-363.5223 multiplicity=3 fmax_ev_per_a=12.77 s2=2.0073
C 0.32 0.58 -0.19
C -0.35 -0.75 0.04
N -0.83 -2.69 -1.10
N -0.79 -3.37 -2.12
O -0.26 -1.48 -1.19
F -1.43 -4.58 -1.83
H 1.37 0.44 -0.46
H -0.17 1.12 -0.99
H 0.28 1.18 0.72
H -1.41 -0.63 0.31
H 0.15 -1.32 0.84


No. 6
11
Properties=species:S:1:pos:R:3 method="wB97M-V/def2-TZVPD" orbital_gap_ha=0.3828 total_energy_ha=-686.7401 multiplicity=1 fmax_ev_per_a=2.12
C 0.49 0.55 0.06
C 1.08 -0.85 -0.01
H -2.29 -1.20 0.78
H -1.19 1.58 0.48
H 2.06 1.40 -0.52
H 0.69 -1.44 0.88
H 0.73 -1.42 -0.88
N -0.86 0.64 0.52
N 1.10 1.62 -0.23
F 2.47 -0.82 0.04
S -2.08 -0.35 -0.22


No. 7
10
Properties=species:S:1:pos:R:3 method="wB97M-V/def2-TZVPD" charge=-1 orbital_gap_ha=0.2778 total_energy_ha=-308.9856 multiplicity=1 fmax_ev_per_a=5.85
C -0.01 -0.59 0.00
C -0.35 0.80 0.48
N 0.10 1.73 -0.23
O -0.01 3.12 -0.05
F -2.24 0.19 0.40
H -0.27 -0.84 -1.07
H -0.78 -1.15 0.53
H 1.06 -0.94 0.07
H -0.40 0.99 1.50
H 0.05 1.57 -1.24


No. 8
9
Properties=species:S:1:pos:R:3 method="wB97M-V/def2-TZVPD" orbital_gap_ha="0.2889 / 0.2461" total_energy_ha=-577.0492 multiplicity=3 fmax_ev_per_a=2.43 s2=2.0088
C 0.95 0.13 0.02
C -0.48 0.17 -0.40
F -1.34 1.86 0.56
S -1.60 -1.14 0.03
H 1.10 -0.54 0.91
H 1.38 1.12 0.28
H 1.65 -0.17 -0.86
H -0.70 0.52 -1.42
H -0.97 -1.96 0.88


No. 9
9
Properties=species:S:1:pos:R:3 method="wB97M-V/def2-TZVPD" smiles="C=C[SiH2]F" orbital_gap_ha=0.4109 total_energy_ha=-468.5580 multiplicity=1 fmax_ev_per_a=3.35
C 1.36 -0.44 0.91
C 0.16 -0.61 0.31
F -2.25 1.07 -0.19
Si -0.79 0.56 -0.87
H 1.61 -1.23 1.55
H 1.96 0.41 0.59
H -0.57 -1.42 0.54
H 0.08 1.72 -0.89
H -1.58 -0.05 -1.95


No. 10
9
Properties=species:S:1:pos:R:3 method="wB97M-V/def2-TZVPD" orbital_gap_ha=0.3719 total_energy_ha=-468.3738 multiplicity=1 fmax_ev_per_a=4.21
C -0.51 0.44 -1.42
C -0.18 0.32 -0.16
F -1.21 1.50 -1.94
Si 0.75 -0.82 1.10
H -0.59 -0.25 -2.17
H -0.77 1.84 0.67
H 1.04 0.37 2.01
H 1.75 -1.54 0.18
H -0.29 -1.86 1.72


No. 11
11
Properties=species:S:1:pos:R:3 method="wB97M-V/def2-TZVPD" charge=+1 orbital_gap_ha=0.2905 total_energy_ha=-783.7839 multiplicity=1 fmax_ev_per_a=5.65
C 0.57 -0.06 -0.53
C -0.86 -0.83 1.40
N 0.90 0.98 -1.31
N -0.50 -0.13 0.22
I -0.13 2.76 -1.45
I 2.63 0.69 -2.41
H 1.15 -0.96 -0.70
H -0.22 -1.77 1.27
H -1.93 -1.01 1.36
H -0.57 -0.41 2.31
H -1.03 0.74 -0.15


No. 12
14
Properties=species:S:1:pos:R:3 method="wB97M-V/def2-TZVPD" smiles=CC[Si](I)(I)[Si](I)(I)I orbital_gap_ha=0.3130 total_energy_ha=-2146.8426 multiplicity=1 fmax_ev_per_a=3.08
C -0.43 0.68 -0.65
C 0.69 -0.29 -0.34
Si 2.44 0.85 -0.10
Si 4.44 -0.41 -0.12
I 2.66 2.67 -1.80
I 2.45 1.68 2.23
I 6.27 1.17 0.33
I 4.90 -1.77 -2.21
I 4.42 -2.18 1.71
H -0.17 1.56 -0.12
H -0.76 0.91 -1.69
H -1.32 0.19 -0.25
H 1.05 -0.94 -1.19
H 0.43 -1.04 0.51


No. 13
10
Properties=species:S:1:pos:R:3 method="wB97M-V/def2-TZVPD" orbital_gap_ha=0.3377 total_energy_ha=-486.2604 multiplicity=1 fmax_ev_per_a=5.02
C 0.38 2.20 -0.29
C 0.86 1.05 0.03
N -1.26 -2.33 0.27
N -0.42 -1.53 -0.07
I 2.88 0.45 0.13
H 1.09 3.02 -0.67
H -0.62 2.57 -0.35
H -1.12 -2.97 1.03
H 0.18 0.20 0.35
H -1.97 -2.66 -0.45


No. 14
10
Properties=species:S:1:pos:R:3 method="wB97M-V/def2-TZVPD" orbital_gap_ha=0.3448 total_energy_ha=-486.2541 multiplicity=1 fmax_ev_per_a=1.66
C -1.26 0.49 0.19
C 0.02 1.16 -0.10
N 0.07 -0.11 -0.03
N 0.77 -1.16 -0.09
I 4.14 0.04 0.01
H -1.65 0.48 1.20
H -2.00 0.37 -0.59
H 0.60 2.03 -0.27
H 0.21 -2.00 0.06
H 2.73 -0.69 -0.10


No. 15
12
Properties=species:S:1:pos:R:3 method="wB97M-V/def2-TZVPD" orbital_gap_ha="0.2356 / 0.3458" total_energy_ha=-636.6350 multiplicity=1 fmax_ev_per_a=4.76
C 0.11 -0.83 -0.21
C -0.92 -0.30 0.72
N 0.57 2.61 0.47
N -0.41 2.19 -0.02
O -1.32 2.62 -0.77
O 1.06 3.90 0.02
I -2.83 -0.13 0.01
H -0.28 -1.83 -0.41
H 0.99 -0.66 0.31
H -0.07 -0.33 -1.24
H -0.83 -0.41 1.85
H 0.17 4.23 -0.38


No. 16
12
Properties=species:S:1:pos:R:3 method="wB97M-V/def2-TZVPD" smiles="OS/N=C/I.C=N" orbital_gap_ha=0.3239 total_energy_ha=-959.7242 multiplicity=1 fmax_ev_per_a=2.26
C -2.08 -0.19 0.13
C 1.63 1.74 0.43
N -1.63 -1.18 -0.45
N 1.61 1.49 -0.80
O 0.64 -2.33 0.34
S -0.48 -2.12 -0.86
I -3.87 0.84 -0.58
H -1.81 0.13 1.12
H 1.34 0.96 1.17
H 1.72 2.83 0.68
H 1.62 0.53 -1.00
H 1.31 -2.69 -0.19


No. 17
10
Properties=species:S:1:pos:R:3 method="wB97M-V/def2-TZVPD" charge=+1 smiles="[NH3+]CC(=O)I" orbital_gap_ha=0.3769 total_energy_ha=-506.5937 multiplicity=1 fmax_ev_per_a=2.88
C -1.41 -0.05 -0.23
C 0.26 -0.55 -0.10
N 0.99 0.66 0.42
O -1.72 1.02 0.17
I -2.54 -1.47 -1.20
H 0.76 -0.89 -1.07
H 0.44 -1.40 0.53
H 0.22 1.31 0.34
H 1.63 1.03 -0.26
H 1.37 0.35 1.39


No. 18
10
Properties=species:S:1:pos:R:3 method="wB97M-V/def2-TZVPD" orbital_gap_ha="0.2406 / 0.2408" total_energy_ha=-850.1802 multiplicity=1 fmax_ev_per_a=4.97
C 1.15 0.80 -0.45
C 0.21 -0.48 -0.27
O 0.10 -1.11 0.91
S -1.90 -0.40 2.19
I -3.45 -0.81 0.49
H 2.00 0.62 0.24
H 1.46 0.94 -1.41
H 0.57 1.67 -0.14
H 0.60 -1.21 -0.89
H -0.73 -0.01 -0.66


No. 19
10
Properties=species:S:1:pos:R:3 method="wB97M-V/def2-TZVPD" smiles="[H]/P=P(/C)=C/I" orbital_gap_ha="0.2363 / 0.2364" total_energy_ha=-1059.3965 multiplicity=1 fmax_ev_per_a=5.74
C -1.43 0.07 -0.25
C 2.69 -0.50 -0.15
P 0.84 2.07 -0.35
P 0.84 0.06 -0.23
I 3.15 -2.36 -1.11
H -1.39 1.14 0.16
H -1.61 0.12 -1.23
H -1.94 -0.77 0.34
H 2.96 -0.59 0.91
H 2.09 1.92 -0.60


No. 20
9
Properties=species:S:1:pos:R:3 method="wB97M-V/def2-TZVPD" orbital_gap_ha=0.3196 total_energy_ha=-774.9768 multiplicity=1 fmax_ev_per_a=5.55
C -0.24 -0.99 -0.30
C 0.48 0.83 0.72
S -0.91 -0.55 -1.85
I 2.44 1.28 0.11
H 0.60 -1.54 -0.27
H -0.81 -1.32 0.60
H 0.56 0.54 1.76
H -0.34 1.49 0.44
H -1.77 0.27 -1.22


No. 21
8
Properties=species:S:1:pos:R:3 method="wB97M-V/def2-TZVPD" orbital_gap_ha=0.3161 total_energy_ha=-133.8001 multiplicity=1 fmax_ev_per_a=6.66
N 1.22 -0.27 -0.23
C 0.09 0.23 0.26
C -0.93 0.75 -0.46
H 1.82 -0.60 0.53
H 0.71 -1.66 0.08
H -0.11 -0.20 1.29
H -1.09 0.45 -1.49
H -1.72 1.30 0.02


No. 22
8
Properties=species:S:1:pos:R:3 method="wB97M-V/def2-TZVPD" smiles="C=NC" orbital_gap_ha=0.3738 total_energy_ha=-133.8621 multiplicity=1 fmax_ev_per_a=5.94
C -0.98 0.23 -0.25
C 1.11 -0.47 0.54
N -0.11 -0.23 0.71
H -1.82 -0.45 -0.42
H -1.08 1.36 -0.28
H -0.44 0.76 -1.24
H 1.69 -0.89 1.35
H 1.62 -0.32 -0.42


No. 23
8
Properties=species:S:1:pos:R:3 method="wB97M-V/def2-TZVPD" smiles="C=NC" orbital_gap_ha=0.3860 total_energy_ha=-133.8776 multiplicity=1 fmax_ev_per_a=7.82
C 0.89 -0.34 0.87
C -0.60 0.45 -0.71
N 0.63 0.68 -0.06
H 1.86 -0.41 1.37
H 0.25 -1.32 0.95
H -0.82 1.14 -1.46
H -1.50 0.43 -0.02
H -0.71 -0.63 -0.93


No. 24
9
Properties=species:S:1:pos:R:3 method="wB97M-V/def2-TZVPD" charge=+1 orbital_gap_ha=0.4115 total_energy_ha=-188.3726 multiplicity=1 fmax_ev_per_a=4.99
C -0.48 -1.36 -1.46
C 0.67 0.33 0.32
N 0.08 0.91 1.25
N -1.12 -1.40 -2.43
H 0.92 -0.80 0.44
H 0.87 0.73 -0.72
H -0.48 1.82 1.10
H -1.27 -1.77 -3.42
H -0.17 0.43 2.07


No. 25
10
Properties=species:S:1:pos:R:3 method="wB97M-V/def2-TZVPD" charge=+1 orbital_gap_ha="0.3376 / 0.3894" total_energy_ha=-263.5176 multiplicity=3 fmax_ev_per_a=6.81 s2=2.0093
C -0.27 0.36 0.14
C 0.54 -1.03 -0.05
N -1.45 0.13 -0.32
N 0.36 1.49 0.24
O -2.49 -0.29 0.06
H 1.51 -1.08 -0.55
H 0.71 -1.47 0.90
H -0.06 -1.83 -0.45
H 1.32 1.38 -0.01
H -0.16 2.35 0.04


No. 26
12
Properties=species:S:1:pos:R:3 method="wB97M-V/def2-TZVPD" charge=-1 smiles="C[C@H](O)N=[N+]([O-])[O-]" orbital_gap_ha=0.3102 total_energy_ha=-414.3583 multiplicity=1 fmax_ev_per_a=2.67
C 1.37 0.13 0.91
C 0.42 -0.29 -0.22
N -0.84 -0.33 0.35
N -1.98 -0.09 -0.19
O -2.21 0.43 -1.37
O -2.96 -0.45 0.46
O 0.67 0.63 -1.37
H 1.49 -0.71 1.57
H 0.98 0.93 1.54
H 2.46 0.47 0.62
H 0.76 -1.30 -0.52
H -0.17 0.58 -1.77


No. 27
13
Properties=species:S:1:pos:R:3 method="wB97M-V/def2-TZVPD" smiles="C#CP(O)ON.N=O" orbital_gap_ha=0.3362 total_energy_ha=-755.5780 multiplicity=1 fmax_ev_per_a=3.01
C 1.67 2.44 1.17
C 1.25 1.42 0.66
N -3.02 0.12 -0.50
N 0.43 -2.31 0.78
O 0.71 0.44 -1.64
O -2.92 -0.27 -1.67
O 0.21 -0.93 0.40
P 1.42 -0.08 -0.33
H 1.58 3.17 1.91
H -2.05 0.10 -0.05
H 0.15 1.19 -1.46
H 1.05 -2.54 0.04
H -0.49 -2.77 0.67


No. 28
13
Properties=species:S:1:pos:R:3 method="wB97M-V/def2-TZVPD" charge=-1 orbital_gap_ha=0.2866 total_energy_ha=-489.6042 multiplicity=1 fmax_ev_per_a=5.14
C -1.27 -0.33 -1.22
C -0.37 0.27 -0.45
N 0.32 1.24 -1.10
N 1.33 1.96 -0.66
O 1.83 1.70 0.51
O 1.89 2.73 -1.46
O -0.08 -0.03 0.90
O -0.15 -2.53 1.93
H -2.05 -1.03 -0.81
H -1.14 -0.26 -2.21
H 0.02 -1.58 1.61
H 0.70 0.65 1.10
H -1.05 -2.79 1.84


No. 29
11
Properties=species:S:1:pos:R:3 method="wB97M-V/def2-TZVPD" orbital_gap_ha="0.3057 / 0.1968" total_energy_ha=-928.1222 multiplicity=1 fmax_ev_per_a=5.12
C 1.51 -0.28 -0.06
C -0.73 0.63 0.17
N 0.56 0.58 0.58
N 1.10 -0.87 -1.08
P -1.49 -0.86 0.97
S 3.02 -0.40 0.72
H -1.20 1.53 0.54
H -0.68 0.53 -0.97
H 0.92 1.43 0.99
H 1.63 -1.48 -1.69
H -1.87 -1.45 -0.15


No. 30
10
Properties=species:S:1:pos:R:3 method="wB97M-V/def2-TZVPD" charge=+1 orbital_gap_ha=0.3517 total_energy_ha=-586.5284 multiplicity=1 fmax_ev_per_a=3.29
C 0.60 0.42 0.80
C -0.12 -1.20 -0.72
N 0.35 -0.57 1.64
N 0.53 0.00 -0.44
S -0.51 -1.88 0.69
H 1.15 1.29 0.99
H -1.50 0.85 -2.53
H -1.63 1.22 -1.83
H 0.27 -0.67 2.62
H 0.87 0.55 -1.21


No. 31
10
Properties=species:S:1:pos:R:3 method="wB97M-V/def2-TZVPD" charge=+1 orbital_gap_ha=0.3744 total_energy_ha=-586.5780 multiplicity=1 fmax_ev_per_a=2.98
C -0.10 -0.19 1.03
C 0.11 -0.65 -0.31
N 0.38 0.33 2.01
N 0.09 0.51 -1.24
S -1.40 -1.23 0.33
H 0.92 -1.34 -0.38
H -0.12 0.40 2.89
H -0.91 0.80 -1.12
H 0.25 0.19 -2.24
H 0.78 1.17 -0.97


No. 32
10
Properties=species:S:1:pos:R:3 method="wB97M-V/def2-TZVPD" charge=+1 orbital_gap_ha=0.4120 total_energy_ha=-586.6208 multiplicity=1 fmax_ev_per_a=8.35
C -0.32 0.22 0.45
C 0.48 -1.24 -0.84
N 0.44 0.16 -0.74
N -0.67 1.32 1.14
S -0.52 -1.44 0.67
H -0.23 -1.44 -1.61
H 1.50 -1.72 -0.76
H 0.65 0.87 -1.30
H -0.15 2.14 1.00
H -1.18 1.14 1.98


No. 33
10
Properties=species:S:1:pos:R:3 method="wB97M-V/def2-TZVPD" charge=+1 orbital_gap_ha=0.2796 total_energy_ha=-477.7697 multiplicity=1 fmax_ev_per_a=4.98
C 1.73 -0.37 1.02
C 0.87 0.79 -0.63
N 2.00 0.32 0.00
N -0.34 0.36 -0.41
Si -0.18 -0.85 0.92
H 2.55 -0.81 1.59
H 1.12 1.72 -1.13
H -2.88 0.07 -1.64
H -3.37 -0.05 -1.00
H -1.50 -1.19 1.27


No. 34
11
Properties=species:S:1:pos:R:3 method="wB97M-V/def2-TZVPD" orbital_gap_ha=0.3476 total_energy_ha=-318.4573 multiplicity=1 fmax_ev_per_a=8.48
C -0.04 0.37 0.43
C -0.15 -1.10 0.30
H -0.39 2.92 0.70
H -0.79 3.00 -1.21
H 0.22 0.78 1.65
H -1.14 -1.63 0.96
H 1.49 -3.29 -0.85
N -0.17 2.52 -0.41
N -0.14 1.14 -0.61
N 0.80 -1.65 -0.50
O 0.32 -3.05 -0.47


No. 35
11
Properties=species:S:1:pos:R:3 method="wB97M-V/def2-TZVPD" orbital_gap_ha=0.3421 total_energy_ha=-318.6609 multiplicity=1 fmax_ev_per_a=2.37
N -2.11 -0.05 0.25
C -0.98 -0.59 -0.31
O -0.96 -1.61 -0.96
N 0.17 0.16 0.02
C 1.32 -0.14 -0.60
N 2.44 0.44 -0.10
H -2.96 -0.47 -0.10
H -2.15 0.95 0.37
H 0.11 0.84 0.78
H 2.78 -0.55 -0.12
H 2.36 1.01 0.77


No. 36
11
Properties=species:S:1:pos:R:3 method="wB97M-V/def2-TZVPD" orbital_gap_ha=0.3602 total_energy_ha=-318.6061 multiplicity=1 fmax_ev_per_a=5.47
C -0.32 -0.99 -0.62
C 1.45 0.52 0.21
H -2.59 1.08 0.30
H -1.24 0.52 1.24
H -0.57 -1.83 -1.36
H 1.71 -1.50 0.27
H 1.03 1.26 -0.55
N -1.45 1.03 0.24
N -1.45 -0.18 -0.58
N 0.96 -0.79 -0.06
O 2.46 0.88 0.90


No. 37
12
Properties=species:S:1:pos:R:3 method="wB97M-V/def2-TZVPD" orbital_gap_ha="0.3458 / 0.2474" total_energy_ha=-393.6776 multiplicity=1 fmax_ev_per_a=3.62
C 0.30 0.90 -0.30
C -0.13 -0.48 -0.14
N -0.44 1.87 -0.53
N 2.18 -0.42 -0.14
N -1.24 -1.15 -0.62
O 1.70 0.87 -0.38
O 1.05 -1.24 -0.26
H -0.59 -0.57 2.41
H -0.05 2.74 -0.51
H 2.83 -0.67 -1.03
H -2.07 -0.79 -0.21
H -1.20 -2.12 -0.69


No. 38
12
Properties=species:S:1:pos:R:3 method="wB97M-V/def2-TZVPD" orbital_gap_ha=0.3426 total_energy_ha=-393.7244 multiplicity=1 fmax_ev_per_a=8.69
C -0.88 -0.12 -1.13
C -0.49 -0.80 0.07
H -0.06 1.99 0.45
H 0.79 2.38 -1.10
H -1.83 -0.57 -1.70
H 1.52 0.40 0.62
H 0.30 -2.20 1.98
N 0.60 1.54 -0.66
N -0.39 0.90 -1.56
N 0.56 -0.42 0.78
O -1.09 -1.69 0.46
O 0.96 -1.42 1.79


No. 39
13
Properties=species:S:1:pos:R:3 method="wB97M-V/def2-TZVPD" orbital_gap_ha=0.3600 total_energy_ha=-792.0899 multiplicity=1 fmax_ev_per_a=3.17
C 1.36 -0.02 -0.13
C -1.41 -0.83 -0.05
H 2.84 -1.32 0.13
H 3.33 0.26 0.60
H 1.56 2.00 0.03
H -1.05 1.25 -0.24
H -3.41 -0.16 0.19
N 2.71 -0.36 -0.06
N 0.93 1.17 0.00
N -1.73 0.44 -0.36
O -2.25 -1.67 0.16
O -3.10 0.74 -0.05
S 0.22 -1.48 -0.24


No. 40
13
Properties=species:S:1:pos:R:3 method="wB97M-V/def2-TZVPD" orbital_gap_ha=0.3815 total_energy_ha=-468.9733 multiplicity=1 fmax_ev_per_a=4.62
C 0.08 0.66 1.34
C -0.32 -0.96 -1.86
N 0.13 -0.29 0.24
N -0.49 0.00 -0.79
N -1.06 -2.29 -1.78
O -1.02 1.05 -1.10
O -1.82 -2.38 -0.84
O -0.85 -2.99 -2.70
H 0.95 1.31 1.12
H 0.12 0.16 2.35
H -0.79 1.18 1.42
H 0.78 -1.14 -1.73
H -0.58 -0.48 -2.71